{"formula": "C4H3NO", "method": "wB97M-V/def2-TZVPD", "elements": ["C", "C", "C", "C", "N", "O", "H", "H", "H"], "xyz": [[1.516, 0.706, 0.105], [1.880, -0.440, -0.165], [-1.870, -0.619, 0.394], [-0.761, 0.084, -0.034], [-2.925, -1.050, 0.472], [2.198, -1.574, -0.367], [-1.004, 1.121, 0.219], [-0.744, 0.054, -1.109], [1.710, 1.718, 0.485]], "mol_weight_g_mol": 81.1, "relative_energy_kj_mol": 408.0, "total_charge": 0, "energy_ev": -7728.5151, "lumo_ha": [-0.079, -0.086], "homo_lumo_gap_ha": [0.294, 0.279]}


{"formula": "C4H3NO2", "method": "wB97M-V/def2-TZVPD", "elements": ["N", "C", "C", "C", "O", "C", "O", "H", "H", "H"], "xyz": [[0.496, -0.094, -2.657], [0.255, -0.243, -1.536], [0.020, -0.413, -0.105], [1.131, 0.253, 0.724], [1.410, -0.136, 1.826], [-1.330, 0.184, 0.333], [-2.037, 0.829, -0.389], [0.017, -1.476, 0.166], [1.621, 1.125, 0.251], [-1.582, -0.029, 1.389]], "mol_weight_g_mol": 97.1, "smiles": "N#CC(C=O)C=O", "relative_energy_kj_mol": 151.9, "total_charge": 0, "energy_ev": -9780.1123, "lumo_ha": -0.014, "homo_lumo_gap_ha": 0.386}


{"formula": "C4H3NO2", "method": "wB97M-V/def2-TZVPD", "elements": ["C", "C", "C", "C", "H", "H", "H", "N", "O", "O"], "xyz": [[-0.565, 1.026, 0.171], [-0.717, -0.909, -0.319], [0.210, -0.084, 0.410], [1.585, 0.087, 0.091], [-0.314, -1.013, -1.452], [-1.020, -1.623, 0.274], [0.154, -0.421, 1.439], [2.698, 0.456, -0.290], [-0.378, 2.257, -0.152], [-1.652, 0.224, -0.170]], "mol_weight_g_mol": 97.1, "relative_energy_kj_mol": 351.3, "total_charge": 0, "energy_ev": -9778.0459, "lumo_ha": 0.006, "homo_lumo_gap_ha": 0.422}


{"formula": "C4H3NO2", "method": "wB97M-V/def2-TZVPD", "elements": ["O", "C", "C", "N", "C", "C", "O", "H", "H", "H"], "xyz": [[-0.195, -2.150, 0.243], [-0.778, -1.125, 0.023], [-1.443, 2.198, 0.421], [-0.805, 1.289, 0.033], [-0.051, 0.171, -0.376], [1.367, 0.165, 0.209], [1.738, 0.943, 1.042], [-1.879, -1.031, 0.082], [0.034, 0.170, -1.473], [2.012, -0.631, -0.204]], "mol_weight_g_mol": 97.1, "relative_energy_kj_mol": 236.5, "total_charge": 0, "energy_ev": -9779.2354, "lumo_ha": 0.005, "homo_lumo_gap_ha": 0.396}